1.
64
Properties=species:S:1:pos:R:3 method="wB97M-V/def2-TZVPD" gap_ev=8.0 e_above_lowest_kcal_mol=0.0 homo_energy_ev=-7.84 multiplicity=1 fmax_ev_per_a=1.5
F -2.459 -0.079 1.373
C -3.040 4.472 2.404
C -2.078 3.523 2.086
C 0.937 -3.821 -0.253
C 2.758 -4.368 -1.777
F -1.436 2.955 3.114
H -0.474 -5.398 0.033
C -2.528 3.811 -0.202
C -3.366 -1.376 -1.856
C -1.574 0.481 -0.741
C 1.081 -6.002 -1.315
C -0.676 -2.689 5.051
F -4.677 6.000 1.682
H 5.290 -0.120 -0.885
C -2.517 -0.647 -2.674
C 0.716 2.732 -1.122
C 2.569 3.881 -2.907
C -0.136 -2.859 3.771
H 4.553 -2.376 -1.778
C -3.334 -1.183 -0.483
H 0.247 -3.745 3.295
H -1.465 -0.777 5.917
N 2.362 -1.179 0.115
C 3.335 -0.207 0.155
N 3.996 -1.811 -1.163
H -0.785 0.147 3.610
H 3.657 -4.087 -2.311
C 2.497 2.504 -2.768
C -1.640 0.266 -2.106
F 1.796 6.012 -2.277
H 0.672 -6.993 -1.458
C -3.751 5.093 1.390
Pt 0.718 -1.216 1.214
F -3.289 4.788 3.675
F 0.065 4.941 -0.561
N -0.146 -1.705 3.128
F -4.149 -1.877 0.308
C -2.447 -0.259 0.040
F 1.517 0.633 -1.800
C 2.142 -3.448 -0.916
F -0.860 0.955 -2.948
C 2.247 -5.628 -1.985
F -4.213 -2.252 -2.387
S 0.670 1.026 1.878
Ge -0.474 1.830 0.180
C 0.826 4.102 -1.279
H 3.206 0.681 0.745
C -3.496 4.760 0.068
F -4.176 5.351 -0.913
I -0.900 -4.118 6.513
C 1.727 4.687 -2.157
F 3.302 1.717 -3.485
H 2.740 -6.313 -2.659
F -2.553 -0.825 -3.993
F 3.438 4.424 -3.754
C 4.354 -0.589 -0.649
C 0.441 -5.125 -0.476
C 2.780 -2.160 -0.681
C 1.580 1.967 -1.883
O 0.214 -3.033 0.489
F -2.291 3.514 -1.491
C -1.020 -1.354 5.127
C -1.792 3.172 0.780
N -0.688 -0.806 3.951

2.
14
Properties=species:S:1:pos:R:3 method="wB97M-V/def2-TZVPD" gap_ev=5.8 e_above_lowest_kcal_mol=95.7 homo_energy_ev=-8.67 multiplicity=1 fmax_ev_per_a=2.8
S -2.865 -0.679 -0.362
C -1.182 -0.051 -0.810
H 4.457 1.250 1.263
C -0.748 -0.095 0.784
S 0.583 -1.265 1.101
S 2.842 -0.185 -0.558
C -2.115 -0.586 1.328
H -2.619 0.216 1.857
H -1.380 0.931 -1.257
H -0.604 -0.677 -1.437
H -2.057 -1.549 1.782
P 4.600 0.114 0.344
H 4.743 -0.866 1.460
H -0.469 0.885 1.103

3.
61
Properties=species:S:1:pos:R:3 method="wB97M-V/def2-TZVPD" gap_ev="6.0 / 6.0" e_above_lowest_kcal_mol=0.0 homo_energy_ev="-10.25 / -10.25" total_charge=+1 multiplicity=1 fmax_ev_per_a=4.1
C -1.085 -3.534 0.080
H -1.501 1.231 3.766
C 2.005 -1.391 -0.169
H 0.458 -2.925 2.530
O 0.546 0.264 2.029
H 1.643 -0.717 -3.562
H 0.440 2.322 0.771
C 1.379 -2.824 1.938
H -0.187 1.807 4.786
H 2.606 0.262 -2.439
C -0.009 -2.566 -0.252
H 4.128 -1.480 0.152
H -3.654 3.014 -0.562
H -2.724 -0.525 -1.430
H -0.785 -4.557 -0.185
H -2.113 3.460 0.220
C 3.281 -0.795 0.316
H 3.505 0.143 -0.213
H -1.898 -0.998 2.097
H 3.237 -0.569 1.390
C -2.096 0.799 0.870
C -2.903 0.553 -1.495
C 1.496 -1.316 -1.502
C 1.252 -0.226 4.242
H -0.398 2.501 3.163
H -1.634 -2.440 -2.492
H -2.188 3.208 -1.529
C 0.123 1.330 -1.072
H -0.352 0.574 -3.060
C 0.858 3.686 -2.354
H -2.559 0.865 -2.488
H 0.886 -1.258 4.348
C 0.230 -1.977 -1.542
C 0.012 1.419 -2.467
H -0.589 -1.367 -3.441
H 1.154 0.261 5.215
C -2.291 1.378 -0.396
H -0.210 -3.090 -3.323
H 1.273 4.443 -0.360
H -2.007 -3.314 -0.465
C 0.909 3.611 -0.961
H -1.312 -3.526 1.150
C 0.360 2.612 -3.103
C -0.590 -2.224 -2.756
C 2.253 -0.757 -2.653
H -2.131 1.445 1.759
H 0.281 2.682 -4.195
C -2.004 -0.629 1.067
H 2.094 -2.220 2.513
H 1.811 -3.835 1.842
C -2.563 2.846 -0.564
H -3.999 0.700 -1.481
H 1.184 4.595 -2.862
H 2.314 -0.258 3.964
H -2.616 -1.291 0.439
C 0.443 0.527 3.273
C -0.459 1.577 3.752
C 0.456 2.437 -0.334
C 1.109 -2.239 0.599
Ti -0.013 -0.336 0.315
H 3.141 -1.370 -2.878

> Look up the multiplicity of the second one.

1

Repeat the third record exactly.
61
Properties=species:S:1:pos:R:3 method="wB97M-V/def2-TZVPD" gap_ev="6.0 / 6.0" e_above_lowest_kcal_mol=0.0 homo_energy_ev="-10.25 / -10.25" total_charge=+1 multiplicity=1 fmax_ev_per_a=4.1
C -1.085 -3.534 0.080
H -1.501 1.231 3.766
C 2.005 -1.391 -0.169
H 0.458 -2.925 2.530
O 0.546 0.264 2.029
H 1.643 -0.717 -3.562
H 0.440 2.322 0.771
C 1.379 -2.824 1.938
H -0.187 1.807 4.786
H 2.606 0.262 -2.439
C -0.009 -2.566 -0.252
H 4.128 -1.480 0.152
H -3.654 3.014 -0.562
H -2.724 -0.525 -1.430
H -0.785 -4.557 -0.185
H -2.113 3.460 0.220
C 3.281 -0.795 0.316
H 3.505 0.143 -0.213
H -1.898 -0.998 2.097
H 3.237 -0.569 1.390
C -2.096 0.799 0.870
C -2.903 0.553 -1.495
C 1.496 -1.316 -1.502
C 1.252 -0.226 4.242
H -0.398 2.501 3.163
H -1.634 -2.440 -2.492
H -2.188 3.208 -1.529
C 0.123 1.330 -1.072
H -0.352 0.574 -3.060
C 0.858 3.686 -2.354
H -2.559 0.865 -2.488
H 0.886 -1.258 4.348
C 0.230 -1.977 -1.542
C 0.012 1.419 -2.467
H -0.589 -1.367 -3.441
H 1.154 0.261 5.215
C -2.291 1.378 -0.396
H -0.210 -3.090 -3.323
H 1.273 4.443 -0.360
H -2.007 -3.314 -0.465
C 0.909 3.611 -0.961
H -1.312 -3.526 1.150
C 0.360 2.612 -3.103
C -0.590 -2.224 -2.756
C 2.253 -0.757 -2.653
H -2.131 1.445 1.759
H 0.281 2.682 -4.195
C -2.004 -0.629 1.067
H 2.094 -2.220 2.513
H 1.811 -3.835 1.842
C -2.563 2.846 -0.564
H -3.999 0.700 -1.481
H 1.184 4.595 -2.862
H 2.314 -0.258 3.964
H -2.616 -1.291 0.439
C 0.443 0.527 3.273
C -0.459 1.577 3.752
C 0.456 2.437 -0.334
C 1.109 -2.239 0.599
Ti -0.013 -0.336 0.315
H 3.141 -1.370 -2.878

Please write out number 1 again, unchanged.
64
Properties=species:S:1:pos:R:3 method="wB97M-V/def2-TZVPD" gap_ev=8.0 e_above_lowest_kcal_mol=0.0 homo_energy_ev=-7.84 multiplicity=1 fmax_ev_per_a=1.5
F -2.459 -0.079 1.373
C -3.040 4.472 2.404
C -2.078 3.523 2.086
C 0.937 -3.821 -0.253
C 2.758 -4.368 -1.777
F -1.436 2.955 3.114
H -0.474 -5.398 0.033
C -2.528 3.811 -0.202
C -3.366 -1.376 -1.856
C -1.574 0.481 -0.741
C 1.081 -6.002 -1.315
C -0.676 -2.689 5.051
F -4.677 6.000 1.682
H 5.290 -0.120 -0.885
C -2.517 -0.647 -2.674
C 0.716 2.732 -1.122
C 2.569 3.881 -2.907
C -0.136 -2.859 3.771
H 4.553 -2.376 -1.778
C -3.334 -1.183 -0.483
H 0.247 -3.745 3.295
H -1.465 -0.777 5.917
N 2.362 -1.179 0.115
C 3.335 -0.207 0.155
N 3.996 -1.811 -1.163
H -0.785 0.147 3.610
H 3.657 -4.087 -2.311
C 2.497 2.504 -2.768
C -1.640 0.266 -2.106
F 1.796 6.012 -2.277
H 0.672 -6.993 -1.458
C -3.751 5.093 1.390
Pt 0.718 -1.216 1.214
F -3.289 4.788 3.675
F 0.065 4.941 -0.561
N -0.146 -1.705 3.128
F -4.149 -1.877 0.308
C -2.447 -0.259 0.040
F 1.517 0.633 -1.800
C 2.142 -3.448 -0.916
F -0.860 0.955 -2.948
C 2.247 -5.628 -1.985
F -4.213 -2.252 -2.387
S 0.670 1.026 1.878
Ge -0.474 1.830 0.180
C 0.826 4.102 -1.279
H 3.206 0.681 0.745
C -3.496 4.760 0.068
F -4.176 5.351 -0.913
I -0.900 -4.118 6.513
C 1.727 4.687 -2.157
F 3.302 1.717 -3.485
H 2.740 -6.313 -2.659
F -2.553 -0.825 -3.993
F 3.438 4.424 -3.754
C 4.354 -0.589 -0.649
C 0.441 -5.125 -0.476
C 2.780 -2.160 -0.681
C 1.580 1.967 -1.883
O 0.214 -3.033 0.489
F -2.291 3.514 -1.491
C -1.020 -1.354 5.127
C -1.792 3.172 0.780
N -0.688 -0.806 3.951

> Look up the multiplicity of the first one.

1